Entry 1:
{"formula": "C4H14N3", "method": "ωB97M-V with the def2-TZVPD basis set", "de_lowest_ev": 0.9071, "total_charge": 1, "homo_lumo_gap_ev": 11.13, "spin_multiplicity": 1, "lumo_ev": -3.282, "elements": ["C", "C", "N", "N", "N", "H", "H", "H", "H", "H", "H", "H", "H", "C", "C", "H", "H", "H", "H", "H", "H"], "positions_angstrom": [[2.62, 1.53, 0.22], [0.23, 1.07, 0.35], [1.38, 1.41, 0.98], [0.08, 1.14, -0.98], [-0.82, 0.73, 1.10], [1.24, 1.83, 1.87], [0.70, 0.75, -1.66], [-0.87, 1.06, -1.29], [-0.78, 0.88, 2.10], [-1.77, 0.81, 0.79], [2.82, 2.60, 0.14], [2.53, 1.15, -0.79], [3.45, 0.93, 0.59], [-1.64, -2.66, -1.54], [-1.61, -2.72, -0.01], [-0.85, -2.04, -1.96], [-1.39, -3.66, -1.89], [-2.62, -2.51, -1.98], [-2.52, -2.33, 0.43], [-1.48, -3.75, 0.34], [-0.79, -2.24, 0.54]], "mulliken_charge": [-0.799, 0.742, -0.197, -0.413, -0.413, 0.261, 0.218, 0.225, 0.228, 0.243, 0.354, 0.250, 0.312, -0.850, -0.759, 0.222, 0.302, 0.311, 0.257, 0.301, 0.205]}

***

Entry 2:
{"formula": "C4H14N3", "method": "ωB97M-V with the def2-TZVPD basis set", "de_lowest_ev": 1.3914, "smiles": "NCC[NH2+]CCN", "total_charge": 1, "homo_lumo_gap_ev": 11.37, "spin_multiplicity": 1, "lumo_ev": -2.653, "elements": ["N", "C", "C", "N", "C", "C", "N", "H", "H", "H", "H", "H", "H", "H", "H", "H", "H", "H", "H", "H", "H"], "positions_angstrom": [[1.54, -2.37, 0.26], [0.25, -2.25, 0.97], [0.00, -0.69, 1.03], [0.03, -0.15, -0.33], [0.58, 1.23, -0.49], [-0.43, 2.27, -1.03], [-1.75, 1.80, -0.43], [1.43, -2.88, -0.61], [0.57, -0.75, -0.96], [2.09, -3.04, 0.80], [-0.52, -2.85, 0.51], [0.26, -2.47, 2.04], [-1.02, -0.50, 1.38], [0.74, -0.25, 1.69], [-0.95, 0.04, -0.63], [1.36, 1.24, -1.24], [1.07, 1.56, 0.43], [-0.17, 3.25, -0.64], [-0.65, 2.29, -2.10], [-2.51, 2.13, -1.03], [-1.92, 2.39, 0.39]], "mulliken_charge": [-0.624, -0.553, -0.570, 0.045, -0.681, -0.477, -0.657, 0.228, 0.421, 0.254, 0.337, 0.386, 0.283, 0.318, 0.474, 0.316, 0.325, 0.349, 0.359, 0.238, 0.228]}

***

Entry 3:
{"formula": "C4H14N3O", "method": "ωB97M-V with the def2-TZVPD basis set", "de_lowest_ev": 1.8589, "total_charge": 1, "homo_lumo_gap_ev": 10.68, "spin_multiplicity": 1, "lumo_ev": -2.902, "elements": ["C", "O", "H", "H", "H", "H", "C", "C", "C", "N", "N", "N", "H", "H", "H", "H", "H", "H", "H", "H", "H", "H"], "positions_angstrom": [[1.87, -2.17, 2.09], [1.01, -2.12, 0.90], [1.47, -2.42, 0.12], [2.01, -3.22, 2.25], [1.19, -1.93, 2.90], [2.79, -1.66, 1.87], [-1.76, 0.52, 0.38], [-1.94, -0.99, 0.21], [0.09, 1.33, -1.03], [-1.21, 1.13, -0.85], [1.01, 0.82, -0.18], [0.57, 2.18, -1.95], [-2.69, 1.02, 0.58], [-1.02, 0.62, 1.19], [-1.90, -1.61, 1.09], [-1.26, -1.60, -0.44], [-1.98, 1.37, -1.46], [0.80, 0.52, 0.75], [1.95, 0.92, -0.54], [1.43, 2.69, -1.85], [0.00, 2.37, -2.77], [-2.93, -1.04, -0.30]], "mulliken_charge": [-0.646, -0.436, 0.270, 0.311, 0.249, 0.279, -0.541, -0.881, 0.701, -0.143, -0.322, -0.408, 0.388, 0.205, 0.306, 0.255, 0.271, 0.158, 0.217, 0.228, 0.218, 0.321]}

***

Entry 4:
{"formula": "C4H14N4", "method": "ωB97M-V with the def2-TZVPD basis set", "de_lowest_ev": 5.1090, "total_charge": 0, "homo_lumo_gap_ev": 7.83, "spin_multiplicity": 1, "lumo_ev": 0.916, "elements": ["C", "C", "C", "C", "N", "N", "N", "N", "H", "H", "H", "H", "H", "H", "H", "H", "H", "H", "H", "H", "H", "H"], "positions_angstrom": [[0.92, -0.15, 0.33], [-0.02, 0.26, -0.85], [1.83, 0.91, 0.91], [-2.00, -0.48, 0.95], [-0.63, -0.04, 1.04], [1.39, -1.44, 0.34], [-0.77, -0.64, -1.67], [-0.42, 1.62, -1.10], [-0.60, 0.75, 1.67], [1.11, 0.26, -1.82], [0.78, -2.09, -0.16], [1.85, -1.68, 1.21], [-0.86, -1.54, -1.19], [-0.15, -0.88, -2.46], [-1.43, 1.57, -1.24], [-0.06, 1.83, -2.03], [2.25, 0.59, 1.87], [2.63, 1.11, 0.20], [1.30, 1.85, 1.08], [-2.08, -1.47, 0.50], [-2.41, -0.57, 1.97], [-2.64, 0.25, 0.44]], "mulliken_charge": [0.391, -0.571, -1.559, -0.843, -0.381, -0.353, -0.496, -0.515, 0.180, 0.342, 0.205, 0.272, 0.218, 0.393, 0.342, 0.351, 0.459, 0.347, 0.341, 0.292, 0.320, 0.266]}

***

Entry 5:
{"formula": "C4H14N4", "method": "ωB97M-V with the def2-TZVPD basis set", "de_lowest_ev": 4.5950, "total_charge": 0, "homo_lumo_gap_ev": 8.21, "spin_multiplicity": 1, "lumo_ev": 1.022, "elements": ["C", "C", "C", "C", "N", "N", "N", "N", "H", "H", "H", "H", "H", "H", "H", "H", "H", "H", "H", "H", "H", "H"], "positions_angstrom": [[-0.53, 0.62, -0.16], [-1.48, -0.45, 0.21], [2.21, -0.32, -1.15], [-0.09, 1.72, 0.76], [1.15, -0.66, -0.21], [1.67, -0.91, 1.10], [-1.39, -1.59, -0.50], [-2.45, 0.80, -0.31], [-0.37, 0.74, -1.22], [-1.69, -0.47, 1.30], [0.88, -0.93, 1.73], [2.09, -1.84, 1.13], [0.49, -1.40, -0.53], [-2.02, -2.30, -0.12], [-3.10, 1.17, 0.37], [-2.87, 0.52, -1.18], [2.72, 0.58, -0.82], [2.95, -1.12, -1.24], [1.76, -0.16, -2.13], [0.99, 1.67, 0.91], [-0.33, 2.70, 0.33], [-0.58, 1.65, 1.73]], "mulliken_charge": [0.452, 0.151, -0.907, -1.360, -0.182, -0.729, -1.001, -0.667, 0.284, 0.437, 0.225, 0.263, 0.427, 0.140, 0.219, 0.261, 0.279, 0.310, 0.364, 0.400, 0.327, 0.308]}

***

Entry 6:
{"formula": "C4H14N4", "method": "ωB97M-V with the def2-TZVPD basis set", "de_lowest_ev": 6.1709, "total_charge": 2, "homo_lumo_gap_ev": [7.42, 7.42], "spin_multiplicity": 1, "lumo_ev": [-10.206, -10.206], "elements": ["C", "C", "C", "C", "N", "N", "N", "N", "H", "H", "H", "H", "H", "H", "H", "H", "H", "H", "H", "H", "H", "H"], "positions_angstrom": [[0.55, -0.67, -0.86], [-0.61, -1.28, -1.68], [0.75, 0.79, -0.94], [-2.02, 1.53, 1.75], [1.50, -1.41, -0.43], [-0.47, -0.08, 1.03], [2.48, -0.92, 0.31], [-0.86, 0.84, 1.75], [-1.17, -0.52, -2.04], [-1.19, -2.07, -1.43], [-0.11, -1.55, -2.62], [1.32, 1.37, -0.29], [-0.20, 1.23, -1.02], [1.22, 1.00, -1.91], [-2.01, 2.52, 2.27], [-2.53, 1.57, 0.73], [-2.74, 0.92, 2.39], [1.60, -2.37, -0.69], [-1.16, -0.47, 0.35], [3.26, -1.49, 0.23], [2.53, -0.02, 0.68], [-0.15, 1.11, 2.42]], "mulliken_charge": [0.739, -1.614, -1.544, -0.692, 0.395, -0.323, -0.548, 0.298, 0.550, 0.517, 0.422, 0.546, 0.452, 0.369, 0.338, 0.329, 0.374, 0.304, 0.285, 0.235, 0.213, 0.353]}

***

Entry 7:
{"formula": "C4H14N6", "method": "ωB97M-V with the def2-TZVPD basis set", "total_charge": 2, "homo_lumo_gap_ev": [5.34, 5.29], "spin_multiplicity": 3, "lumo_ev": [-7.244, -12.420], "elements": ["C", "C", "C", "C", "N", "N", "N", "N", "N", "N", "H", "H", "H", "H", "H", "H", "H", "H", "H", "H", "H", "H", "H", "H"], "positions_angstrom": [[0.46, 1.29, -0.41], [0.04, -0.02, 1.59], [0.06, -1.09, -0.84], [0.56, -0.27, 3.05], [0.55, 1.17, 0.90], [0.29, -1.28, 0.93], [-0.10, 0.27, -1.10], [0.63, 2.43, -1.12], [-1.14, -1.88, -1.01], [-0.51, 0.33, -2.49], [-1.17, -0.02, 1.49], [0.81, -1.63, -1.30], [1.57, -0.19, 3.01], [0.10, -1.13, 3.50], [0.12, 0.60, 3.64], [0.77, 2.06, 1.30], [1.24, -1.50, 1.20], [0.75, 3.38, -0.84], [0.26, 2.51, -2.07], [-1.76, -1.61, -1.75], [-1.11, -2.81, -1.41], [0.14, 0.02, -3.19], [-0.82, 1.19, -2.92], [-1.72, -1.82, -0.15]], "lowdin_spin": [0.303, 0.038, 0.175, 0.022, 0.356, 0.413, 0.295, 0.112, 0.016, 0.171, 0.013, 0.027, 0.000, 0.001, 0.004, 0.010, 0.005, 0.005, 0.004, 0.002, 0.000, 0.012, 0.009, 0.007]}

***

Entry 8:
{"formula": "C4H14NO", "method": "ωB97M-V with the def2-TZVPD basis set", "de_lowest_ev": 2.4630, "total_charge": 1, "homo_lumo_gap_ev": 11.45, "spin_multiplicity": 1, "lumo_ev": -3.265, "elements": ["C", "C", "C", "C", "N", "H", "H", "H", "H", "H", "H", "H", "H", "H", "H", "H", "H", "H", "H", "O"], "positions_angstrom": [[0.72, 1.29, -0.64], [0.18, 0.03, -1.32], [0.91, -1.28, -0.85], [0.54, -1.87, 0.38], [0.44, 1.37, 0.98], [1.81, 0.99, -0.67], [0.28, 2.24, -1.07], [-0.95, 0.02, -1.20], [0.05, 0.02, -2.35], [0.80, -2.03, -1.74], [1.95, -1.04, -0.81], [-0.54, -1.63, 0.61], [1.15, -1.72, 1.30], [0.71, -3.05, 0.29], [1.03, 0.66, 1.30], [-0.57, 1.34, 1.12], [0.82, 2.29, 0.97], [-3.46, 0.09, 0.99], [-3.13, 1.57, 1.45], [-2.76, 0.71, 1.27]], "mulliken_charge": [-0.794, -0.524, -0.340, -1.130, -0.147, 0.400, 0.409, 0.282, 0.448, 0.312, 0.271, 0.235, 0.369, 0.294, 0.302, 0.237, 0.387, 0.318, 0.303, -0.632]}

***

Entry 9:
{"formula": "C4H14NO", "method": "ωB97M-V with the def2-TZVPD basis set", "de_lowest_ev": 0.4955, "total_charge": 1, "homo_lumo_gap_ev": 12.19, "spin_multiplicity": 1, "lumo_ev": -3.284, "elements": ["C", "C", "C", "C", "N", "H", "H", "H", "H", "H", "H", "H", "H", "H", "H", "H", "H", "H", "H", "O"], "positions_angstrom": [[0.99, -0.30, 0.78], [0.37, -0.16, -0.63], [1.39, -0.55, -1.65], [-0.87, -1.12, -0.71], [0.04, 0.30, 1.84], [0.99, -1.37, 0.97], [1.96, 0.15, 0.95], [0.01, 0.86, -0.74], [1.48, -1.64, -1.74], [1.04, -0.33, -2.67], [2.38, -0.10, -1.62], [-1.72, -0.74, -0.14], [-0.59, -2.09, -0.29], [-1.11, -1.15, -1.77], [-0.54, 1.09, 1.56], [-0.51, -0.45, 2.21], [0.65, 0.66, 2.58], [-1.48, 2.63, -0.17], [-2.68, 2.33, 0.74], [-1.81, 1.97, 0.50]], "mulliken_charge": [-0.865, 0.914, -1.588, -1.295, -0.161, 0.315, 0.416, 0.008, 0.364, 0.403, 0.404, 0.332, 0.373, 0.403, 0.237, 0.383, 0.387, 0.316, 0.297, -0.642]}

***

Entry 10:
{"formula": "C4H14NO", "method": "ωB97M-V with the def2-TZVPD basis set", "de_lowest_ev": 0.6072, "total_charge": 1, "homo_lumo_gap_ev": 12.75, "spin_multiplicity": 1, "lumo_ev": -3.012, "elements": ["C", "C", "N", "C", "C", "H", "H", "H", "H", "H", "H", "H", "H", "H", "H", "H", "H", "H", "H", "O"], "positions_angstrom": [[1.12, -0.13, -1.49], [1.03, 0.51, -0.09], [0.34, -0.41, 0.85], [0.79, -1.88, 0.76], [0.10, 1.79, -0.26], [0.26, -0.77, -1.71], [1.20, 0.59, -2.30], [2.00, -0.77, -1.50], [2.03, 0.73, 0.27], [-0.66, -0.31, 0.68], [0.48, -0.06, 1.80], [0.42, -2.35, -0.14], [0.40, -2.39, 1.64], [1.88, -1.77, 0.79], [-0.58, 1.63, -1.09], [-0.46, 1.97, 0.66], [0.77, 2.58, -0.62], [-3.32, -0.37, 0.69], [-3.30, 0.73, -0.32], [-2.71, 0.19, 0.22]], "mulliken_charge": [-1.464, 0.420, -0.102, -0.808, -1.441, 0.361, 0.410, 0.415, 0.400, 0.218, 0.370, 0.339, 0.351, 0.359, 0.364, 0.412, 0.424, 0.282, 0.299, -0.608]}

***

Entry 11:
{"formula": "C4H14NO", "method": "ωB97M-V with the def2-TZVPD basis set", "de_lowest_ev": 0.6538, "total_charge": 1, "homo_lumo_gap_ev": 13.34, "spin_multiplicity": 1, "lumo_ev": -2.999, "elements": ["C", "C", "N", "C", "C", "H", "H", "H", "H", "H", "H", "H", "H", "H", "H", "H", "H", "H", "H", "O"], "positions_angstrom": [[0.81, -0.63, -2.23], [0.93, -0.11, -0.79], [-0.42, 0.31, -0.27], [-0.35, 1.53, 0.64], [0.26, 1.13, 2.01], [1.54, -0.22, -2.93], [-0.14, -0.33, -2.66], [0.88, -1.71, -2.32], [1.25, -0.92, -0.14], [1.71, 0.63, -0.64], [-0.72, -0.51, 0.31], [-1.12, 0.46, -0.98], [-1.35, 1.95, 0.71], [0.20, 2.30, 0.10], [1.20, 0.64, 1.81], [0.38, 2.09, 2.50], [-0.51, 0.64, 2.59], [-1.85, -2.50, 0.08], [-1.45, -2.69, 1.49], [-1.26, -2.08, 0.74]], "mulliken_charge": [-1.121, -0.327, -0.112, -0.702, -0.970, 0.309, 0.328, 0.310, 0.326, 0.425, 0.295, 0.404, 0.385, 0.469, 0.356, 0.349, 0.321, 0.299, 0.299, -0.643]}

***

Entry 12:
{"formula": "C4H14NO", "method": "ωB97M-V with the def2-TZVPD basis set", "de_lowest_ev": 2.0081, "total_charge": 2, "homo_lumo_gap_ev": [14.12, 4.46], "spin_multiplicity": 2, "lumo_ev": [-7.400, -16.275], "elements": ["C", "C", "N", "C", "C", "H", "H", "H", "H", "H", "H", "H", "H", "H", "H", "H", "H", "H", "H", "O"], "positions_angstrom": [[0.14, -2.21, -0.95], [0.43, -0.71, -1.16], [0.60, -0.01, 0.14], [0.68, 1.49, 0.17], [-0.61, 2.12, -0.30], [0.28, -2.77, -1.87], [0.84, -2.61, -0.20], [-0.86, -2.24, -0.52], [-0.41, -0.27, -1.71], [1.36, -0.60, -1.76], [-0.24, -0.39, 0.77], [1.46, -0.29, 0.61], [0.96, 1.79, 1.19], [1.55, 1.76, -0.45], [-0.56, 2.53, -1.32], [-0.85, 3.02, 0.28], [-1.46, 1.45, -0.15], [-1.55, -0.10, 2.59], [-0.65, -1.25, 2.66], [-1.10, -0.70, 1.98]], "lowdin_spin": [0.088, 0.145, 0.128, 0.084, 0.071, 0.002, 0.001, 0.040, 0.004, 0.086, 0.032, 0.001, 0.017, 0.055, 0.026, 0.015, 0.010, 0.003, 0.002, 0.189]}